1.
138
Properties=species:S:1:pos:R:3 method="wB97M-V/def2-TZVPD" spin_multiplicity=3 homo_ev="-12.39 / -12.37" total_charge=+2 homo_lumo_gap_ev="7.024 / 6.508" relative_energy_ev=0.000 lumo_energy_ev="-5.3664 / -5.8644"
W 0.025 0.063 0.955
C -0.967 -5.533 3.094
C 0.031 -5.104 3.952
C 0.764 -3.959 3.664
C 0.489 -3.231 2.514
C -0.506 -3.677 1.646
C -1.231 -4.820 1.931
P 1.471 -1.784 2.007
C 2.332 -1.193 3.493
C 3.673 -0.817 3.445
C 4.297 -0.300 4.571
C 3.592 -0.154 5.754
C 2.256 -0.532 5.814
C 1.624 -1.046 4.694
C 2.651 -2.515 0.863
C 3.782 -3.218 1.280
C 4.604 -3.804 0.337
C 4.287 -3.698 -1.015
C 3.142 -3.030 -1.414
C 2.290 -2.430 -0.479
Si 0.721 -1.479 -1.024
C 1.573 -0.353 -2.292
C 1.735 -0.698 -3.634
C 2.599 0.009 -4.457
C 3.342 1.066 -3.945
C 3.199 1.427 -2.616
C 2.297 0.741 -1.801
P 2.168 1.206 -0.037
C 1.885 3.009 0.017
C 1.630 3.764 -1.125
C 1.334 5.116 -1.022
C 1.291 5.731 0.219
C 1.548 4.989 1.364
C 1.837 3.639 1.262
C 3.887 0.956 0.524
C 4.518 1.787 1.446
C 5.841 1.561 1.796
C 6.551 0.519 1.220
C 5.936 -0.295 0.279
C 4.613 -0.078 -0.070
C -0.349 -2.847 -1.849
C 0.076 -4.173 -1.678
C -0.578 -5.239 -2.273
C -1.689 -5.018 -3.074
C -2.150 -3.726 -3.242
C -1.504 -2.651 -2.632
P -2.156 -0.967 -2.799
C -2.410 -0.708 -4.584
C -3.536 -1.153 -5.278
C -3.650 -0.931 -6.641
C -2.644 -0.265 -7.327
C -1.523 0.185 -6.647
C -1.411 -0.030 -5.282
C -3.868 -1.092 -2.170
C -4.720 -0.001 -2.361
C -5.973 0.033 -1.770
C -6.394 -1.017 -0.964
C -5.560 -2.106 -0.767
C -4.307 -2.145 -1.367
H -1.533 -6.425 3.323
H 0.248 -5.662 4.852
H 1.549 -3.650 4.341
H -0.701 -3.144 0.721
H -1.994 -5.161 1.243
H 4.243 -0.932 2.533
H 5.340 -0.019 4.518
H 4.084 0.240 6.633
H 1.706 -0.440 6.741
H 0.583 -1.332 4.754
H 4.021 -3.301 2.334
H 5.487 -4.345 0.647
H 4.933 -4.150 -1.756
H 2.912 -2.972 -2.471
H 1.183 -1.539 -4.038
H 2.711 -0.275 -5.495
H 4.036 1.601 -4.578
H 3.794 2.238 -2.213
H 1.656 3.305 -2.104
H 1.145 5.690 -1.919
H 1.066 6.786 0.295
H 1.526 5.463 2.336
H 2.024 3.074 2.166
H 4.002 2.624 1.892
H 6.321 2.216 2.511
H 7.586 0.355 1.486
H 6.487 -1.095 -0.196
H 4.160 -0.706 -0.826
H 0.937 -4.390 -1.062
H -0.213 -6.244 -2.117
H -2.193 -5.845 -3.555
H -3.026 -3.546 -3.853
H -4.331 -1.669 -4.753
H -4.525 -1.282 -7.171
H -2.737 -0.095 -8.391
H -0.737 0.706 -7.178
H -0.533 0.320 -4.759
H -4.407 0.816 -3.001
H -6.633 0.872 -1.951
H -7.375 -0.993 -0.508
H -5.890 -2.938 -0.159
H -3.679 -3.016 -1.222
N -2.146 -0.594 0.720
C -2.893 -0.678 1.992
C -1.908 -0.683 3.152
O -2.241 -0.709 4.304
O -0.648 -0.649 2.756
H -2.655 -0.033 0.042
H -2.090 -1.515 0.290
H -3.510 -1.575 2.041
H -3.555 0.183 2.092
O -2.929 5.503 4.292
C -2.300 4.472 5.017
C -1.590 3.572 4.046
C -0.525 2.769 4.448
C 0.051 1.908 3.541
N -0.355 1.834 2.268
C -1.338 2.647 1.854
C -1.991 3.511 2.718
C -1.572 2.611 0.402
C -2.393 3.522 -0.227
C -2.419 3.592 -1.618
C -3.284 4.612 -2.314
O -4.332 5.088 -1.508
C -1.580 2.747 -2.316
C -0.828 1.810 -1.625
N -0.835 1.695 -0.291
H -3.381 6.094 4.901
H -3.035 3.862 5.560
H -1.584 4.858 5.749
H -0.156 2.795 5.464
H 0.853 1.240 3.831
H -2.787 4.156 2.379
H -2.991 4.216 0.344
H -3.641 4.206 -3.267
H -2.662 5.480 -2.551
H -5.043 4.438 -1.482
H -1.520 2.769 -3.396
H -0.190 1.129 -2.158

=====

2.
147
Properties=species:S:1:pos:R:3 method="wB97M-V/def2-TZVPD" spin_multiplicity=2 homo_ev="-1.06 / -1.35" total_charge=-2 homo_lumo_gap_ev="4.768 / 5.055" relative_energy_ev=1.365 lumo_energy_ev="3.7031 / 3.7026"
Pb -0.289 -0.162 0.458
S 2.140 -0.183 1.962
C 3.155 0.526 0.765
N 4.263 1.228 1.218
C 5.175 1.712 0.217
C 4.375 2.237 -0.974
N 3.696 1.092 -1.514
C 3.375 1.094 -2.924
C 2.255 2.040 -3.282
C 0.984 1.557 -3.566
C -0.054 2.428 -3.842
C 0.159 3.796 -3.815
C 1.426 4.285 -3.546
C 2.469 3.414 -3.295
C 2.949 0.354 -0.605
S 1.875 -0.825 -1.239
C 4.263 1.914 2.493
C 3.847 3.356 2.365
C 2.494 3.675 2.372
C 2.077 4.980 2.196
C 3.009 5.982 1.984
C 4.360 5.681 2.004
C 4.778 4.376 2.203
H 5.814 0.883 -0.124
H 5.809 2.490 0.643
H 5.030 2.667 -1.738
H 3.671 3.010 -0.628
H 3.098 0.074 -3.197
H 4.290 1.380 -3.461
H 0.803 0.493 -3.553
H -1.032 2.030 -4.063
H -0.657 4.483 -3.997
H 1.602 5.352 -3.527
H 3.460 3.806 -3.105
H 5.272 1.838 2.922
H 3.559 1.371 3.125
H 1.775 2.887 2.514
H 1.023 5.216 2.232
H 2.687 7.001 1.813
H 5.090 6.470 1.873
H 5.838 4.152 2.242
C 3.058 3.323 5.907
C 1.798 2.505 6.211
C 2.163 1.019 6.187
C 1.302 2.837 7.628
C 0.714 2.850 5.199
C 0.087 4.101 5.266
C -0.989 4.429 4.463
C -1.442 3.494 3.551
S -2.856 3.515 2.539
C -2.427 1.860 1.995
N -1.321 1.428 2.487
C -0.761 2.268 3.392
C 0.309 1.954 4.225
C -3.322 1.047 1.228
C -4.681 1.377 1.141
C -5.569 0.467 0.611
C -5.102 -0.773 0.188
C -3.750 -1.064 0.238
C -2.806 -0.162 0.720
H 3.843 3.087 6.625
H 2.858 4.392 5.948
H 3.420 3.092 4.908
H 2.913 0.818 6.951
H 2.574 0.723 5.227
H 1.289 0.406 6.393
H 2.026 2.492 8.367
H 0.352 2.340 7.812
H 1.159 3.907 7.765
H 0.424 4.833 5.987
H -1.488 5.384 4.564
H 0.772 0.992 4.088
H -5.035 2.330 1.520
H -6.626 0.704 0.549
H -5.802 -1.511 -0.191
H -3.423 -2.045 -0.082
O -1.609 1.382 -1.349
N -1.647 2.659 -1.191
C -2.715 3.348 -1.625
C -2.787 4.719 -1.573
C -1.718 5.428 -1.030
C -0.647 4.723 -0.541
C -0.601 3.325 -0.604
S 0.727 2.462 -0.015
H -3.502 2.741 -2.044
H -3.659 5.223 -1.957
H -1.734 6.508 -1.005
H 0.209 5.215 -0.106
O -1.891 -2.634 2.401
C -1.118 -3.347 3.001
C 0.029 -4.063 2.478
C 0.574 -5.078 3.246
C 1.621 -5.868 2.775
C 2.213 -5.545 1.531
C 1.714 -4.539 0.776
C 0.554 -3.769 1.155
O 0.038 -2.949 0.365
N 2.071 -6.969 3.499
O 1.528 -7.257 4.575
O 2.999 -7.652 3.040
H -1.288 -3.540 4.093
H 0.161 -5.299 4.223
H 3.063 -6.127 1.202
H 2.159 -4.289 -0.173
C -1.918 -4.990 -4.720
C -0.542 -4.952 -4.129
C 0.393 -5.880 -4.578
C 1.683 -5.910 -4.082
C 2.064 -4.973 -3.140
C 1.146 -4.035 -2.699
C -0.163 -4.020 -3.160
Sb -1.427 -2.506 -2.152
C -1.916 -1.471 -4.043
C -1.058 -1.641 -5.120
C -1.156 -0.861 -6.259
C -2.115 0.132 -6.324
C -2.964 0.325 -5.249
C -2.879 -0.462 -4.106
C -3.777 -0.157 -2.954
C -3.205 -3.828 -2.137
C -4.293 -3.610 -2.966
C -5.447 -4.371 -2.865
C -5.526 -5.367 -1.910
C -4.445 -5.598 -1.080
C -3.281 -4.846 -1.184
C -2.133 -5.135 -0.277
H -1.907 -5.495 -5.685
H -2.304 -3.983 -4.852
H -2.597 -5.528 -4.060
H 0.099 -6.598 -5.336
H 2.383 -6.656 -4.438
H 3.072 -4.975 -2.749
H 1.450 -3.284 -1.984
H -0.285 -2.399 -5.066
H -0.475 -1.018 -7.086
H -2.190 0.769 -7.197
H -3.698 1.120 -5.289
H -4.650 0.413 -3.273
H -3.208 0.425 -2.229
H -4.109 -1.055 -2.443
H -4.239 -2.845 -3.728
H -6.279 -4.185 -3.531
H -6.425 -5.962 -1.809
H -4.504 -6.378 -0.330
H -2.356 -5.962 0.396
H -1.901 -4.252 0.316
H -1.240 -5.384 -0.853